{
  "formula": "C30H56O30",
  "method": "ωB97M-V/def2-TZVPD",
  "total_energy_ha": -3433.8229,
  "smiles": "COC(=O)OC.COC(=O)OC.COC(=O)OC.COC(=O)OC.COC(=O)OC.COC(=O)OC.COC(=O)OC.COC(=O)OC.O=C1OCCO1.O=C1OCCO1",
  "e_above_lowest_kcal_mol": 42.9,
  "homo_lumo_gap_ev": 10.6,
  "fmax_ha_per_bohr": 0.133,
  "symbols": ["C", "O", "C", "O", "O", "C", "H", "H", "H", "H", "H", "H", "C", "O", "C", "O", "O", "C", "H", "H", "H", "H", "H", "H", "C", "O", "C", "O", "O", "C", "H", "H", "H", "H", "H", "H", "C", "O", "C", "O", "O", "C", "H", "H", "H", "H", "H", "H", "C", "O", "C", "O", "O", "C", "H", "H", "H", "H", "H", "H", "C", "O", "C", "O", "O", "C", "H", "H", "H", "H", "H", "H", "C", "O", "C", "O", "O", "C", "H", "H", "H", "H", "H", "H", "C", "O", "C", "O", "O", "C", "H", "H", "H", "H", "H", "H", "O", "C", "O", "C", "C", "O", "H", "H", "H", "H", "O", "C", "O", "C", "C", "O", "H", "H", "H", "H"],
  "positions_angstrom": [[4.43875, -2.52737, 2.90299], [3.34958, -1.68556, 3.29866], [1.99554, -1.95884, 3.34054], [1.14254, -1.30971, 4.00022], [1.73695, -3.07735, 2.58898], [0.40338, -3.56073, 2.39911], [4.21131, -3.06454, 1.98221], [4.60940, -3.26754, 3.68473], [5.37419, -2.02956, 2.64758], [-0.32131, -2.85055, 2.00089], [0.01134, -3.89084, 3.36110], [0.54097, -4.37595, 1.68876], [-1.85783, 1.54372, -1.56835], [-0.52676, 1.68928, -1.14055], [0.13390, 0.67436, -0.60134], [-0.38507, -0.40590, -0.28399], [1.36219, 1.08789, -0.30492], [2.20784, 0.22670, 0.45887], [-2.02573, 2.47587, -2.10782], [-2.57303, 1.38396, -0.76147], [-1.98567, 0.73984, -2.29329], [1.75069, 0.25597, 1.44793], [3.23394, 0.59392, 0.43984], [2.11121, -0.68815, -0.12578], [-1.49725, -0.39473, -8.48136], [-1.05237, -0.25554, -7.05607], [-1.43448, -1.16686, -6.15747], [-2.14371, -2.17137, -6.29683], [-0.87935, -0.82862, -4.98547], [-0.75651, -1.82274, -3.97050], [-2.32281, 0.31286, -8.55799], [-1.87168, -1.41063, -8.60737], [-0.70180, -0.25393, -9.21317], [-0.08690, -2.65315, -4.19445], [-1.73368, -2.24466, -3.73550], [-0.46545, -1.29580, -3.06181], [-1.57128, 0.25507, 2.68280], [-1.79051, -1.16087, 2.75302], [-2.70890, -1.73392, 3.56900], [-3.48829, -1.13382, 4.33122], [-2.52110, -3.11165, 3.53986], [-3.50236, -4.00559, 4.04136], [-1.71760, 0.89884, 3.55011], [-2.30966, 0.58869, 1.95369], [-0.62028, 0.53493, 2.22960], [-3.06594, -4.98962, 4.21264], [-4.32604, -4.04285, 3.32843], [-3.89260, -3.77815, 5.03337], [-4.61237, -1.87630, -3.94171], [-4.46874, -0.84431, -3.02293], [-4.88931, -0.97012, -1.76355], [-5.43264, -1.95733, -1.32786], [-4.46274, 0.00681, -1.12986], [-4.81736, 0.10252, 0.21896], [-4.19317, -2.79453, -3.53035], [-4.26286, -1.61045, -4.93934], [-5.66763, -2.12153, -4.06159], [-4.10823, -0.47190, 0.81499], [-5.85763, -0.10024, 0.47358], [-4.72515, 1.14004, 0.54013], [1.32015, 3.07617, 2.52835], [0.21812, 3.39936, 1.65962], [-1.03156, 3.48805, 2.05006], [-1.43241, 3.34991, 3.21567], [-1.76266, 3.58814, 0.96689], [-3.17420, 3.79577, 1.06300], [0.99817, 2.25449, 3.16809], [1.42530, 4.01351, 3.07464], [2.24862, 2.92341, 1.97816], [-3.36401, 4.86171, 0.93715], [-3.44222, 3.45817, 2.06415], [-3.66473, 3.18397, 0.30590], [-2.61847, -3.40783, -0.26654], [-1.99608, -4.62732, -0.46455], [-1.98989, -5.21809, -1.69900], [-2.37341, -4.83014, -2.78157], [-1.46565, -6.41336, -1.39066], [-1.08997, -7.40486, -2.38796], [-3.59875, -3.50111, 0.20084], [-2.92249, -2.90436, -1.18425], [-2.08922, -2.64041, 0.29830], [-1.78946, -8.22472, -2.22471], [-0.07631, -7.70096, -2.11792], [-1.09358, -6.97355, -3.38899], [3.46185, 4.15207, -0.68065], [4.01221, 4.63394, 0.53925], [4.49541, 5.90282, 0.62752], [4.67621, 6.69479, -0.32051], [4.76100, 6.24644, 1.88886], [4.74945, 5.34552, 2.96948], [2.98478, 3.19026, -0.49236], [4.28174, 3.81066, -1.31258], [2.76334, 4.79569, -1.21537], [3.72505, 5.19463, 3.30996], [5.33804, 5.69001, 3.81978], [5.04634, 4.33709, 2.68138], [-0.18989, 4.53821, -2.96489], [0.49860, 3.62211, -3.38432], [1.77830, 3.53438, -3.38246], [2.26887, 2.38913, -3.92816], [1.00576, 1.59775, -4.17556], [0.01271, 2.59467, -4.07510], [2.67355, 2.70570, -4.88946], [3.03836, 1.83326, -3.39243], [0.85808, 0.88481, -3.36439], [1.13808, 1.08848, -5.13015], [5.09367, 1.58695, 2.30336], [4.96976, 1.32942, 3.54459], [4.09280, 1.99119, 4.35010], [3.93461, 1.22401, 5.44765], [5.13105, 0.29822, 5.47403], [5.35207, 0.20437, 4.09868], [3.86242, 1.79448, 6.37364], [3.05277, 0.58334, 5.44317], [4.96646, -0.69308, 5.89632], [5.95130, 0.73528, 6.04347]],
  "forces_ev_per_angstrom": [[-0.76, -1.58, -0.77], [-1.32, 1.47, 0.74], [-1.48, -0.52, 0.70], [3.57, -1.94, -2.52], [0.90, 1.90, 0.60], [-0.35, -0.21, 0.32], [-0.40, -0.15, 0.07], [0.09, 0.06, 0.03], [-0.49, 0.94, 0.65], [0.53, 0.34, -0.02], [0.00, -0.21, -0.12], [-0.22, -0.05, 0.24], [-0.64, 0.05, -0.82], [1.45, -0.02, -0.02], [-1.74, -1.22, 1.64], [1.32, 1.56, -0.87], [-0.03, 1.32, -1.02], [-1.00, -0.33, -0.77], [-0.36, -0.01, 0.24], [0.37, 0.15, 0.11], [0.18, -0.21, 0.11], [0.56, -0.79, 0.22], [-0.28, 0.25, 0.05], [0.46, -0.72, 1.06], [-0.79, -0.71, 1.68], [0.06, -0.24, -1.27], [-0.99, -2.17, 0.21], [1.44, 2.24, -0.40], [0.64, 0.33, -0.47], [-1.22, -0.14, 0.78], [0.25, -0.02, -0.43], [-0.12, 0.08, 0.06], [0.22, 0.45, 0.67], [0.16, 0.31, -0.36], [-0.04, -0.16, -0.22], [0.35, 0.03, -0.18], [-1.40, 0.98, -0.77], [-0.06, -1.25, 0.80], [-0.75, 0.99, 2.46], [1.88, -1.78, -2.49], [0.52, 1.87, -0.55], [-0.78, 0.06, 0.51], [-0.05, -0.88, 0.53], [-0.10, 0.35, -0.06], [0.24, -0.99, 0.24], [0.38, 0.13, -0.71], [-0.03, -0.24, 0.10], [0.01, 0.79, -0.09], [-1.45, -1.72, -0.13], [0.56, 1.85, -0.24], [-0.44, -4.84, -2.92], [-0.59, 0.06, 0.16], [0.82, 4.31, 2.03], [-0.02, 0.80, 1.82], [0.51, -0.02, -0.36], [0.53, 0.20, 0.51], [-0.26, 0.09, 0.00], [-0.30, -0.27, 0.08], [0.10, -0.74, -0.49], [0.43, 0.13, -0.38], [-1.30, 1.26, 0.75], [0.99, -0.25, -1.67], [-0.24, -1.37, 2.87], [0.59, 0.59, -2.02], [-0.30, 0.36, -1.24], [0.42, -0.16, 1.00], [0.45, 0.00, 0.13], [0.48, -0.38, 0.71], [-0.48, -0.28, -0.37], [-0.20, -0.15, -0.08], [-0.49, 0.17, -0.05], [0.18, 0.23, -0.05], [-2.05, 2.13, -0.59], [0.47, -0.36, -0.91], [-0.02, -0.52, 0.51], [0.50, 0.00, 1.46], [0.40, -0.29, -0.60], [-0.27, 0.92, 0.67], [0.04, -0.59, 0.41], [0.46, -0.22, -0.50], [0.79, -0.63, 0.12], [0.16, -0.04, -0.51], [-0.12, -0.10, -0.08], [-0.28, -0.18, 0.05], [0.60, -1.03, -0.78], [-0.17, 1.03, 0.66], [0.10, 1.23, -2.61], [-0.72, -2.60, 2.83], [0.64, 0.81, -0.51], [-0.99, -1.56, 0.29], [-0.45, 0.29, 0.67], [0.17, 0.68, -0.41], [0.31, 0.30, 0.36], [-0.17, 0.27, 0.14], [0.14, 0.41, -0.50], [0.44, 0.12, -0.14], [1.48, -1.67, -0.51], [-3.47, 2.23, 0.05], [2.87, 2.56, 2.96], [0.46, -1.18, -2.24], [0.97, -0.85, 0.47], [-1.43, -1.19, -0.86], [0.44, -0.27, -0.14], [-0.15, 0.47, 0.53], [-0.21, -0.25, -0.16], [-1.03, 0.11, -0.02], [0.08, -0.56, 5.28], [-1.90, 0.81, -6.53], [1.31, 1.26, -2.27], [-1.06, -2.01, 4.12], [-0.36, -0.03, 1.45], [2.02, -0.28, -0.58], [0.10, 0.38, -0.20], [-0.44, 0.24, -0.64], [-0.32, 0.09, -0.23], [0.47, 0.11, -0.46]]
}